DFT (ωB97M-V/def2-TZVPD) results for a cluster of 3 separate species, C42H42BrNO8 in total in a non-equilibrium geometry.

Each line ends with the Löwdin charge.
Element x y z (Å)
1 C -0.460 -2.640 5.512  -0.131
2 C -0.053 -1.219 4.854  -0.230
3 C 0.201 -1.467 3.290  -0.147
4 C -0.725 -0.593 2.310  -0.309
5 C 0.182 -0.308 0.988  -0.043
6 O -1.078 0.716 2.826  -0.036
7 C -2.415 0.780 3.266  -0.397
8 O -2.987 -0.213 3.793  0.064
9 N -3.111 2.060 3.142  -0.064
10 C -2.145 3.205 2.990  -0.168
11 C -1.333 3.510 4.345  -0.120
12 C 0.225 3.831 4.100  -0.176
13 O 0.967 2.705 3.567  -0.065
14 C 1.819 3.072 2.504  -0.429
15 C 3.295 2.427 2.529  0.016
16 O 1.522 3.806 1.541  0.041
17 C -4.060 2.085 1.994  -0.239
18 C -5.280 1.058 2.131  -0.653
19 C -6.280 1.373 3.334  -0.163
20 Br -6.370 1.249 0.441  0.619
21 H -0.891 -2.506 6.565  0.074
22 H -1.129 -3.246 4.818  0.073
23 H 0.517 -3.233 5.627  0.075
24 H -0.791 -0.392 5.098  0.091
25 H 0.943 -0.923 5.339  0.105
26 H 1.296 -1.162 3.088  0.109
27 H 0.145 -2.589 3.035  0.125
28 H -1.625 -1.190 1.911  0.154
29 H -0.457 -0.130 0.066  0.081
30 H 0.884 -1.204 0.807  0.090
31 H 0.887 0.572 1.223  0.079
32 H -1.461 3.086 2.068  0.137
33 H -2.761 4.155 2.771  0.130
34 H -1.497 2.706 5.153  0.128
35 H -1.775 4.472 4.798  0.119
36 H 0.339 4.802 3.521  0.134
37 H 0.665 4.036 5.149  0.136
38 H 3.149 1.291 2.666  0.090
39 H 3.856 2.612 1.560  0.078
40 H 3.818 2.823 3.461  0.094
41 H -3.523 2.010 0.974  0.132
42 H -4.535 3.136 1.991  0.127
43 H -4.966 -0.034 2.193  0.085
44 H -7.282 0.867 3.075  0.064
45 H -5.964 0.911 4.336  0.090
46 H -6.528 2.494 3.430  0.090
47 C -4.918 -2.176 -0.673  -0.063
48 C -5.160 -1.880 -2.012  -0.054
49 C -4.553 -2.632 -3.012  0.005
50 C -3.692 -3.676 -2.674  -0.085
51 C -3.431 -3.956 -1.333  -0.085
52 C -4.055 -3.211 -0.332  0.004
53 C -2.480 -5.029 -0.961  -0.281
54 O -2.254 -5.277 0.211  0.099
55 C -1.802 -5.790 -2.035  -0.085
56 C -0.861 -6.765 -1.702  0.002
57 C -0.229 -7.494 -2.703  -0.058
58 C -0.541 -7.258 -4.040  -0.058
59 C -1.474 -6.284 -4.377  0.003
60 C -2.099 -5.541 -3.375  -0.084
61 C -3.064 -4.482 -3.746  -0.280
62 O -3.335 -4.272 -4.916  0.102
63 H -5.399 -1.594 0.107  0.066
64 H -5.824 -1.063 -2.276  0.102
65 H -4.750 -2.400 -4.053  0.121
66 H -3.866 -3.433 0.713  0.120
67 H -0.616 -6.956 -0.662  0.121
68 H 0.506 -8.248 -2.442  0.107
69 H -0.053 -7.832 -4.821  0.107
70 H -1.709 -6.102 -5.421  0.121
71 C 1.843 3.850 -2.195  -0.047
72 C 1.676 4.215 -3.529  -0.054
73 C 2.670 3.932 -4.460  0.002
74 C 3.841 3.292 -4.056  -0.086
75 C 4.019 2.948 -2.715  -0.082
76 C 3.013 3.218 -1.788  0.010
77 C 5.278 2.313 -2.263  -0.278
78 O 5.432 2.009 -1.092  0.094
79 C 6.349 2.061 -3.253  -0.084
80 C 7.563 1.516 -2.832  0.002
81 C 8.570 1.263 -3.757  -0.058
82 C 8.366 1.545 -5.106  -0.058
83 C 7.160 2.093 -5.528  0.003
84 C 6.153 2.361 -4.601  -0.084
85 C 4.886 2.978 -5.056  -0.280
86 O 4.708 3.229 -6.236  0.102
87 H 1.064 4.063 -1.471  0.106
88 H 0.768 4.720 -3.844  0.108
89 H 2.531 4.214 -5.498  0.121
90 H 3.139 2.941 -0.747  0.100
91 H 7.728 1.291 -1.784  0.120
92 H 9.515 0.844 -3.427  0.107
93 H 9.150 1.341 -5.828  0.107
94 H 7.009 2.315 -6.580  0.121

The calculation puts the total energy at -132146.522 eV. As for the orbital gap: 0.3222 Ha. The lowest unoccupied orbital energy is -0.98 eV.



DFT (ωB97M-V/def2-TZVPD) results for a structure of composition C29H30AuFN8O5S in a non-equilibrium geometry.

Each line ends with the Löwdin charge.
Element x y z (Å)
1 Au 0.439 -0.656 0.341  1.403
2 N 4.039 5.188 4.393  0.132
3 C 3.380 4.549 3.389  -0.306
4 C 2.247 5.126 2.798  -0.010
5 C 1.575 4.480 1.786  -0.060
6 C 2.017 3.235 1.342  -0.310
7 C 3.148 2.657 1.912  -0.060
8 C 3.827 3.304 2.920  -0.018
9 S 1.167 2.448 0.051  0.635
10 O 2.086 1.610 -0.682  -0.355
11 O 0.402 3.410 -0.670  -0.260
12 N 0.089 1.310 0.724  -0.228
13 C -1.134 1.835 1.221  -0.444
14 N -1.070 3.096 1.634  0.124
15 C -2.203 3.653 2.032  -0.085
16 C -3.394 2.947 2.086  -0.040
17 C -3.311 1.617 1.739  -0.125
18 N -2.192 1.040 1.299  0.112
19 H 3.729 6.081 4.728  0.106
20 H 4.870 4.798 4.797  0.105
21 H 1.908 6.097 3.138  0.118
22 H 0.719 4.934 1.314  0.108
23 H 3.503 1.702 1.557  0.073
24 H 4.715 2.861 3.351  0.114
25 H -2.145 4.691 2.340  0.123
26 H -4.320 3.404 2.399  0.105
27 H -4.186 0.976 1.816  0.102
28 F -6.194 -0.595 -0.386  0.078
29 C -5.437 -1.677 -0.122  -0.174
30 C -4.087 -1.512 -0.064  0.099
31 C -3.253 -2.614 0.157  -0.039
32 C -1.820 -2.440 0.209  -0.235
33 O -1.421 -1.228 0.125  -0.150
34 C -1.048 -3.596 0.352  -0.026
35 C -1.676 -4.812 0.501  0.081
36 N -2.997 -4.979 0.511  0.035
37 C -3.555 -6.316 0.638  -0.248
38 C -4.271 -6.690 1.903  -0.084
39 C -2.928 -7.278 1.592  -0.066
40 C -3.829 -3.878 0.314  -0.095
41 C -5.220 -4.019 0.283  0.070
42 C -6.055 -2.934 0.061  -0.117
43 N -7.451 -3.116 0.065  -0.083
44 C -8.022 -4.253 -0.647  -0.120
45 C -9.134 -4.864 0.209  -0.066
46 N -9.740 -3.771 1.053  0.065
47 C -9.798 -2.486 0.282  -0.072
48 C -8.368 -1.973 0.075  -0.123
49 C 0.438 -3.606 0.261  -0.545
50 O 1.081 -4.605 0.450  0.133
51 O 0.990 -2.479 -0.166  -0.170
52 H -3.644 -0.536 -0.218  0.131
53 H -1.062 -5.697 0.608  0.160
54 H -3.938 -6.701 -0.299  0.161
55 H -5.149 -7.316 1.821  0.109
56 H -4.307 -5.951 2.693  0.118
57 H -2.861 -8.312 1.287  0.120
58 H -2.095 -6.936 2.190  0.117
59 H -5.645 -4.996 0.456  0.109
60 H -7.271 -5.011 -0.846  0.126
61 H -8.417 -3.936 -1.619  0.142
62 H -8.769 -5.633 0.887  0.138
63 H -9.925 -5.286 -0.408  0.142
64 H -9.153 -3.626 1.878  0.187
65 H -10.667 -4.049 1.379  0.191
66 H -10.394 -1.763 0.834  0.144
67 H -10.308 -2.707 -0.654  0.141
68 H -8.092 -1.312 0.894  0.137
69 H -8.349 -1.392 -0.849  0.139
70 C 4.749 -0.093 -0.142  0.012
71 C 3.429 -0.387 0.373  -0.149
72 N 2.395 -0.598 0.820  0.087
73 H 5.453 -0.007 0.686  0.112
74 H 4.678 0.856 -0.675  0.109
75 H 5.068 -0.887 -0.815  0.111

The calculation puts the total energy at -69946.598 eV. The calculation puts the energy relative to the best compared isomer or geometry (same formula, charge and spin) at 79.7 kJ/mol. As for the orbital gap: 0.2021 Ha. As for the total charge: +2. The lowest unoccupied orbital energy is -5.96 eV.



DFT (ωB97M-V/def2-TZVPD) results for a structure of composition C4H6O4S2 in a non-equilibrium geometry.

Each line ends with the natural charge from an NBO analysis.
Element x y z (Å)
1 C 1.126 0.935 -1.485  0.183
2 C 0.193 -1.109 0.071  -0.456
3 C -0.945 0.887 1.282  -0.611
4 C -0.613 -0.634 1.234  -0.489
5 O 1.377 1.777 -2.238  -0.400
6 O 3.016 -0.740 -0.757  -0.870
7 O 0.065 -1.294 -2.499  -0.889
8 O -1.635 0.271 -1.483  -0.883
9 S 2.121 0.229 -0.072  1.058
10 S -0.284 -0.338 -1.469  1.988
11 H 0.526 -2.069 0.090  0.246
12 H -1.109 1.354 0.322  0.229
13 H -0.063 1.398 1.525  0.188
14 H -1.783 1.140 2.040  0.232
15 H -1.607 -0.961 1.223  0.239
16 H -0.384 -0.846 2.218  0.235

The calculation puts the total energy at -34100.755 eV. The calculation puts the energy relative to the best compared isomer or geometry (same formula, charge and spin) at 569.2 kJ/mol. As for the orbital gap: 0.3058 Ha. The lowest unoccupied orbital energy is -1.47 eV.